No. 1
Molecular formula: C45H40ClGaGeN3O10PS2
Method: DFT, ωB97M-V/def2-TZVPD

**Charge**: -1
**HOMO-LUMO gap (alpha / beta)**: 6.7 / 7.7 eV
**2S+1**: 2
**F_max**: 1.313 eV/A

Each line ends with the Löwdin charge.
Positions of all 104 atoms, in Å:
Ge: -0.338 -0.908 2.999  1.13
Ga: 0.715 0.669 0.184  0.34
Cl: -1.908 1.861 0.987  0.73
S: 2.405 -1.342 -0.358  0.52
S: 4.264 0.598 2.944  0.65
P: -0.180 -0.886 -2.090  1.16
O: 3.564 -1.766 0.358  -0.26
O: 2.034 3.098 0.097  0.10
O: 2.457 0.035 -0.927  -0.31
O: -1.436 1.471 -2.312  0.00
O: -2.470 2.671 -0.045  -0.27
O: 0.465 5.220 -3.818  0.09
O: 1.101 -1.440 0.377  -0.38
O: -1.397 0.560 0.399  -0.39
O: -0.756 2.497 1.574  -0.32
O: -2.897 1.517 1.955  -0.28
N: 1.784 0.835 1.740  0.06
N: -0.536 3.426 -2.901  0.24
N: 0.400 2.181 -1.125  0.15
C: 2.835 -4.321 -3.035  -0.07
C: 0.052 0.794 -6.389  -0.10
C: 2.865 0.722 2.205  -0.89
C: -0.426 2.683 5.264  -0.09
C: -1.642 -3.131 -1.279  -0.08
C: -1.852 -2.185 2.869  -0.28
C: 1.339 4.451 -1.716  -0.30
C: -0.871 0.528 4.253  -0.30
C: 0.997 -2.289 -2.454  -0.31
C: -0.003 1.589 4.521  -0.13
C: 3.096 -3.434 -2.007  -0.05
C: 1.274 3.210 -0.843  -0.44
C: -4.038 -3.311 -1.331  -0.11
C: -4.120 -2.014 -1.815  -0.08
C: -1.713 -1.848 -1.829  -0.32
C: -2.797 -3.860 -1.041  -0.08
C: 3.418 3.338 -2.734  -0.06
C: -0.166 -0.335 -3.849  -0.34
C: 2.958 -1.914 5.481  -0.11
C: -0.572 2.293 -2.085  -0.52
C: -1.092 0.100 -6.026  -0.08
C: 1.099 0.919 -5.483  -0.08
C: 2.788 4.632 -2.216  -0.16
C: -1.209 -0.457 -4.758  -0.08
C: -1.732 2.743 5.732  -0.10
C: 1.811 -1.321 4.970  -0.12
C: -3.941 -4.035 2.587  -0.11
C: -2.967 -1.278 -2.052  -0.09
C: -2.769 -4.399 3.236  -0.10
C: -4.071 -2.750 2.076  -0.10
C: 0.755 -3.191 -3.489  -0.07
C: 0.415 4.409 -2.916  -0.42
C: -0.476 5.567 -0.267  -0.06
C: 1.703 -3.005 3.268  -0.13
C: 0.997 0.340 -4.228  -0.09
C: -1.731 -3.484 3.370  -0.11
C: 0.925 5.673 -0.867  -0.16
C: 2.846 -3.601 3.779  -0.09
C: -3.035 -1.836 2.211  -0.11
C: 1.162 -1.861 3.859  -0.30
C: 3.482 -3.051 4.884  -0.10
C: 2.177 -2.433 -1.731  -0.26
C: -2.178 0.600 4.734  -0.12
C: -2.606 1.697 5.469  -0.10
C: 1.660 -4.201 -3.771  -0.07
H: -3.149 -0.839 1.807  0.08
H: -4.983 -2.458 1.569  0.10
H: 3.385 5.025 -1.393  0.12
H: 1.986 1.478 -5.756  0.10
H: -0.731 6.491 0.253  0.08
H: 1.811 0.418 -3.513  0.10
H: 1.449 -4.904 -4.568  0.10
H: 0.993 6.551 -1.512  0.12
H: 1.001 1.578 4.113  0.09
H: 1.410 -0.434 5.443  0.09
H: -0.536 4.746 0.451  0.06
H: 3.453 -1.477 6.341  0.10
H: 4.381 3.545 -3.202  0.08
H: 3.576 2.626 -1.925  0.07
H: 2.754 5.373 -3.013  0.11
H: -1.236 5.394 -1.032  0.08
H: 2.773 2.868 -3.484  0.07
H: 3.992 -3.506 -1.402  0.11
H: -0.823 -3.774 3.884  0.09
H: 3.542 -5.108 -3.264  0.10
H: -0.159 -3.103 -4.064  0.11
H: -3.631 1.748 5.818  0.10
H: 4.390 -3.498 5.268  0.09
H: -4.747 -4.751 2.479  0.09
H: -0.680 -3.558 -1.031  0.11
H: -2.728 -4.858 -0.625  0.10
H: 0.125 1.245 -7.371  0.10
H: 1.227 -3.423 2.386  0.10
H: -2.665 -5.397 3.648  0.09
H: -1.912 0.007 -6.729  0.10
H: 3.252 -4.490 3.308  0.10
H: -4.940 -3.886 -1.162  0.10
H: -1.229 3.438 -3.634  0.17
H: 1.654 5.773 -0.062  0.12
H: -5.089 -1.568 -2.005  0.10
H: -2.118 -0.970 -4.473  0.10
H: -2.874 -0.201 4.510  0.09
H: -3.031 -0.252 -2.394  0.10
H: 0.258 3.501 5.454  0.10
H: -2.072 3.611 6.283  0.09

***

No. 2
Molecular formula: C45H40CoFN6O12S
Method: DFT, ωB97M-V/def2-TZVPD

**Charge**: 0
**HOMO-LUMO gap (alpha / beta)**: 7.7 / 5.7 eV
**2S+1**: 5
**F_max**: 2.263 eV/A

Each line ends with the Löwdin charge.
Positions of all 106 atoms, in Å:
Co: 0.249 0.054 0.304  1.01
S: -3.249 1.071 1.137  0.67
F: 0.437 -4.506 2.674  0.07
O: 0.426 -3.037 5.051  0.09
O: -3.997 2.198 1.617  -0.28
O: -3.486 0.616 -0.199  -0.27
O: 3.366 -0.069 3.261  0.10
O: -0.855 3.147 -0.739  0.06
O: 0.665 -0.219 2.102  -0.11
O: 3.224 1.169 -0.310  0.09
O: 3.540 -1.520 -1.448  0.03
O: 0.381 -0.069 4.298  0.08
O: -1.002 -0.714 -0.820  -0.13
O: 1.649 -1.249 -0.275  -0.11
O: 0.153 -4.457 -1.851  -0.07
N: 2.864 -1.929 2.022  0.01
N: 1.964 -1.619 4.146  0.18
N: 1.564 -2.532 -3.101  0.17
N: 0.981 1.790 -0.451  0.12
N: 2.597 3.296 -0.884  0.16
N: -1.600 1.422 1.273  -0.13
C: -0.219 6.308 -3.521  -0.07
C: 2.488 5.865 0.505  -0.02
C: -1.415 -2.658 -3.873  -0.02
C: -4.628 -1.200 4.138  -0.02
C: 1.144 4.823 -2.203  -0.14
C: -2.750 -2.980 -3.776  -0.07
C: 2.774 -1.120 3.149  -0.49
C: -0.753 -5.352 -1.221  -0.04
C: 1.123 -2.725 4.114  -0.41
C: 1.438 6.906 2.398  -0.08
C: -3.820 -3.307 5.266  -0.04
C: 2.064 -3.036 1.885  0.04
C: 1.652 -5.232 -5.637  -0.08
C: -2.647 -2.269 3.307  -0.01
C: 1.884 -4.025 -4.993  -0.01
C: 0.118 1.926 3.012  -0.06
C: 1.391 4.091 -0.889  -0.26
C: 0.353 2.965 -0.692  -0.40
C: 2.369 1.999 -0.521  -0.49
C: -0.790 -1.923 -2.861  -0.10
C: 0.412 0.448 3.205  -0.55
C: -2.888 -1.872 -1.635  0.01
C: 0.614 -4.781 -3.077  -0.24
C: 0.375 -5.984 -3.731  0.00
C: -2.513 -1.288 2.344  -0.04
C: 0.267 5.226 1.130  -0.03
C: -3.473 -2.610 -2.637  -0.05
C: 1.744 5.322 -4.482  -0.08
C: 0.890 -6.199 -5.004  -0.07
C: 2.529 6.772 1.549  -0.07
C: -3.435 -0.248 2.301  -0.29
C: 1.359 -3.797 -3.736  -0.17
C: 0.628 -1.725 -2.740  0.05
C: 2.906 -1.407 -0.390  -0.60
C: -4.495 -0.194 3.192  -0.04
C: -1.336 2.072 2.586  -0.19
C: 0.635 6.144 -4.604  -0.09
C: -3.704 -2.237 4.217  -0.25
C: 1.995 4.659 -3.288  -0.03
C: 0.308 6.136 2.180  -0.07
C: 0.035 5.657 -2.326  -0.02
C: 1.363 5.072 0.291  -0.13
C: -1.543 -1.462 -1.742  -0.28
C: 3.688 -1.483 0.913  -0.03
C: 1.225 -3.430 2.847  -0.18
H: 4.017 -0.470 1.137  0.12
H: 0.685 -7.138 -5.501  0.11
H: -0.634 4.653 0.961  0.10
H: -0.552 6.239 2.829  0.11
H: -1.907 -3.057 3.379  0.11
H: -0.631 5.791 -1.484  0.12
H: 0.435 6.655 -5.537  0.10
H: -1.626 3.123 2.547  0.12
H: -4.069 -4.266 4.808  0.09
H: -1.964 1.590 3.336  0.12
H: -0.283 -6.317 -1.020  0.10
H: -0.214 -6.755 -3.257  0.11
H: 0.963 -0.873 -2.164  0.13
H: -2.872 -3.435 5.788  0.09
H: -4.591 -3.066 5.996  0.08
H: 2.461 -3.242 -5.468  0.12
H: 2.854 4.007 -3.203  0.11
H: 0.796 2.349 2.266  0.11
H: -1.685 -1.312 1.652  0.09
H: 2.133 -3.574 0.950  0.15
H: 1.839 -1.006 4.940  0.16
H: 1.469 7.610 3.219  0.10
H: 4.555 -2.127 0.767  0.14
H: -5.450 -1.162 4.842  0.11
H: -5.180 0.642 3.149  0.12
H: -1.645 -5.496 -1.835  0.10
H: 3.340 5.788 -0.161  0.12
H: -0.845 -2.957 -4.743  0.12
H: -4.511 -2.902 -2.546  0.11
H: -3.229 -3.536 -4.570  0.11
H: 3.414 7.377 1.701  0.11
H: 2.464 -2.358 -2.564  0.14
H: 2.418 5.192 -5.319  0.10
H: 2.051 -5.405 -6.626  0.11
H: -1.031 -4.883 -0.283  0.10
H: -3.446 -1.531 -0.777  0.10
H: 0.259 2.436 3.962  0.13
H: 3.525 3.678 -0.822  0.15
H: -1.087 6.949 -3.604  0.11
H: -1.457 2.105 0.500  0.05

***

No. 3
Molecular formula: C45H41CaN2OP2Si
Method: DFT, ωB97M-V/def2-TZVPD

**Charge**: +1
**HOMO-LUMO gap**: 6.4 eV
**F_max**: 1.574 eV/A

Each line ends with the Löwdin charge.
Positions of all 93 atoms, in Å:
Ca: 0.391 -1.073 -0.845  1.04
P: -2.355 -1.125 0.305  1.03
P: 3.517 -0.514 0.250  1.07
Si: 0.783 -1.664 1.732  0.48
O: -0.214 1.094 0.058  -0.12
N: -0.606 2.786 -1.382  0.11
N: -0.744 -0.117 -2.982  0.02
C: -3.905 0.994 1.447  -0.08
C: 3.097 1.710 -3.827  -0.08
C: 7.593 -0.274 -0.183  -0.08
C: -2.167 -1.604 2.071  -0.37
C: -4.700 2.130 1.332  -0.07
C: 1.577 0.042 2.195  -0.32
C: 2.719 2.529 2.916  -0.08
C: 3.638 1.815 -1.475  -0.07
C: 1.006 0.860 3.184  -0.10
C: -5.673 -3.290 -0.911  -0.07
C: 3.306 1.747 1.938  -0.11
C: -1.500 -0.968 -3.696  -0.13
C: -4.493 2.045 -1.061  -0.08
C: -3.704 0.910 -0.944  -0.11
C: 3.534 2.429 -2.714  -0.07
C: -0.797 1.191 -3.288  -0.26
C: 0.070 2.147 -2.495  -0.11
C: 7.129 -0.416 2.168  -0.07
C: 2.761 0.377 -3.692  -0.09
C: -1.076 3.131 0.968  0.03
C: 2.737 0.526 1.553  -0.40
C: 5.767 -0.426 1.900  -0.10
C: -3.704 -4.578 -1.393  -0.08
C: 3.314 0.462 -1.317  -0.40
C: -3.409 0.366 0.312  -0.38
C: 2.878 -0.236 -2.443  -0.18
C: -3.500 -2.393 -0.360  -0.37
C: 5.306 -0.348 0.586  -0.38
C: 8.045 -0.339 1.128  -0.08
C: -0.876 -2.056 4.040  -0.11
C: -2.331 -0.573 -4.723  -0.04
C: -2.923 -3.554 -0.876  -0.12
C: -2.033 -2.268 4.774  -0.07
C: -4.998 2.658 0.083  -0.08
C: -3.272 -2.173 4.152  -0.07
C: -3.331 -1.844 2.810  -0.11
C: -2.385 0.776 -5.033  -0.03
C: -1.607 1.664 -4.308  -0.01
C: -0.608 2.248 -0.146  -0.49
C: -5.086 -4.442 -1.414  -0.08
C: -0.899 -1.720 2.674  -0.31
C: 1.557 2.082 3.539  -0.08
C: 1.883 -2.896 2.658  -0.26
C: 6.231 -0.283 -0.454  -0.10
C: -4.886 -2.271 -0.386  -0.09
H: -6.750 -3.183 -0.923  0.11
H: -2.921 -1.303 -5.262  0.12
H: 5.895 -0.236 -1.484  0.10
H: 2.151 -2.548 3.662  0.02
H: 7.474 -0.472 3.194  0.11
H: -5.624 3.539 0.000  0.11
H: -4.724 2.447 -2.042  0.10
H: 4.239 2.079 1.496  0.10
H: 2.709 -1.312 -2.366  0.09
H: -4.184 -2.361 4.706  0.11
H: 9.107 -0.330 1.338  0.11
H: -1.994 3.657 0.696  0.09
H: -1.969 -2.522 5.826  0.11
H: -5.703 -5.235 -1.819  0.11
H: 2.814 -3.043 2.099  0.00
H: 0.110 0.523 3.697  0.09
H: -1.454 -2.015 -3.412  0.11
H: 0.083 -2.170 4.538  0.10
H: -5.090 2.605 2.225  0.11
H: -0.293 3.864 1.180  0.10
H: 3.813 3.472 -2.819  0.11
H: 8.302 -0.218 -1.000  0.11
H: -1.621 2.723 -4.536  0.12
H: 3.175 3.468 3.207  0.10
H: -1.846 -3.677 -0.838  0.09
H: 0.928 1.609 -2.102  0.08
H: -5.361 -1.376 -0.001  0.11
H: 1.392 -3.871 2.753  0.03
H: -4.299 -1.793 2.323  0.10
H: 4.005 2.386 -0.631  0.10
H: -3.319 0.429 -1.839  0.09
H: 3.033 2.192 -4.797  0.11
H: 2.440 -0.197 -4.553  0.11
H: 1.098 2.677 4.321  0.11
H: -1.002 3.701 -1.508  0.15
H: -3.240 -5.479 -1.773  0.11
H: -3.679 0.597 2.430  0.10
H: -3.021 1.131 -5.833  0.12
H: 5.059 -0.486 2.719  0.11
H: -1.241 2.530 1.855  0.08
H: 0.453 2.924 -3.150  0.13